DFT (the ωB97M-V functional and the def2-TZVPD basis) results for 12 unconnected molecules or ions with the total composition H25O12 in a non-equilibrium geometry.

Results
- Kohn-Sham gap (spin up / spin down) (eV) = 2.45 / 10.24
- 2S+1 = 2
- calculated total energy (hartree) = -917.6149
- strongest force on any atom (hartree/bohr) = 0.1349

Each line ends with the natural charge from an NBO analysis.
Geometry (Å):
H (-1.838, -4.389, -0.480)  0.48
O (-0.053, -0.948, -2.150)  -1.04
H (-1.605, 1.225, -3.414)  0.48
O (0.663, 1.149, -3.714)  -1.22
O (-0.755, 1.088, 0.219)  -1.08
O (3.874, -1.010, -0.093)  -0.99
H (1.931, 4.647, 0.271)  0.46
H (1.734, 1.305, -3.586)  0.40
H (-3.599, 0.070, 3.518)  0.46
H (-2.383, -0.033, -3.751)  0.46
H (0.332, 1.181, -4.626)  0.45
H (3.474, -1.500, -0.701)  0.46
H (4.572, -0.419, -0.382)  0.48
O (-2.007, 0.466, -3.028)  -1.01
H (1.939, 1.812, 0.580)  0.48
H (0.379, 4.802, 0.377)  0.47
H (0.585, -0.985, -2.824)  0.47
H (-0.711, 2.069, 0.491)  0.47
H (2.346, -0.529, 2.176)  0.54
O (0.323, -1.914, 0.102)  -0.86
O (-3.349, 0.903, 3.712)  -0.95
H (0.882, -1.688, 0.940)  0.53
H (-0.500, -2.491, 0.371)  0.56
O (1.183, 4.287, 0.547)  -1.02
H (-0.751, -0.542, -2.675)  0.48
H (2.115, 2.286, 2.060)  0.48
H (-2.679, -1.873, 2.884)  0.48
H (-2.739, 1.349, 2.998)  0.48
O (-1.239, -4.062, 0.101)  -0.97
H (-0.943, 1.084, -0.754)  0.49
H (-1.102, -4.790, 0.806)  0.49
O (-1.953, -1.345, 2.441)  -0.97
O (1.923, 1.504, 1.570)  -1.01
H (-0.018, -0.939, -0.068)  0.56
H (0.751, -0.311, 1.940)  0.50
H (-2.222, -0.611, 1.992)  0.47
O (1.439, -0.849, 2.151)  -0.95


DFT (the ωB97M-V functional and the def2-TZVPD basis) results for 12 unconnected molecules or ions with the total composition C15H54N14O12 in a non-equilibrium geometry.

Results
- Kohn-Sham gap (eV) = 8.72
- calculated total energy (hartree) = -2273.2973
- SMILES string = NC(N)=O.NC(N)=O.NC(N)=O.NC(N)=O.NC(N)=O.NC(N)=O.NC(N)=O.CCO.CCO.CCO.CO.CO
- strongest force on any atom (hartree/bohr) = 0.1924

Each line ends with the Mulliken charge.
Geometry (Å):
H (-10.681, -8.886, 4.984)  0.10
H (-6.441, -6.602, 6.804)  0.36
H (-9.758, -6.616, 5.194)  -0.46
H (-8.956, -8.971, 4.712)  -0.21
H (-7.508, -6.678, 4.713)  -0.24
O (-9.867, -3.662, 5.731)  -0.80
H (-12.157, -5.210, -1.759)  0.23
O (-9.182, -10.962, 1.849)  -0.60
C (-10.214, -4.063, 4.424)  0.36
H (-5.972, -6.648, 4.029)  0.63
N (-9.353, -4.560, 3.578)  0.31
N (-5.434, -7.118, -0.783)  0.09
H (-10.087, -6.801, 2.104)  0.06
C (-8.561, -6.399, -1.748)  -0.67
N (-7.028, -10.096, 2.360)  -0.27
H (-10.276, -9.534, -0.054)  -0.13
H (-5.427, -8.875, 5.249)  0.32
H (-3.847, -8.147, -3.281)  0.21
H (-12.283, -11.649, 0.570)  0.39
H (-13.613, -9.345, 3.959)  0.27
N (-11.921, -4.698, -0.925)  -0.36
H (-10.093, -8.407, 2.450)  0.47
H (-5.975, -10.657, -3.062)  0.28
H (-7.038, -9.316, -2.680)  0.18
C (-9.657, -7.333, 5.991)  0.39
C (-11.214, -9.078, -0.200)  -0.45
O (-8.353, -7.711, -1.225)  -0.76
H (-7.896, -13.060, 2.785)  0.35
H (-10.409, -7.044, 7.751)  0.42
H (-6.322, -12.169, 2.727)  0.20
N (-12.236, -6.638, 4.655)  -0.18
H (-11.677, -4.251, 2.957)  0.49
H (-12.168, -3.591, 4.510)  0.21
O (-8.337, -7.759, 1.437)  3.52
H (-9.138, -7.315, 3.302)  -0.44
H (-7.334, -6.340, 1.852)  -0.49
O (-3.782, -6.015, -1.947)  -0.79
H (-7.781, -5.650, -1.576)  0.19
N (-11.450, -4.063, 3.920)  -0.34
C (-4.586, -7.079, -1.710)  0.58
C (-12.297, -9.808, 0.585)  -0.35
H (-8.756, -6.311, -2.816)  0.40
O (-12.581, -11.046, -0.080)  -0.59
O (-5.698, -7.242, 6.592)  -0.61
N (-12.971, -6.137, 0.276)  -0.29
H (-13.219, -6.609, 1.209)  0.38
H (-11.738, -6.950, 5.482)  0.12
H (-13.201, -9.200, 0.632)  0.19
H (-6.714, -9.927, 0.573)  -0.11
H (-12.102, -10.050, 1.650)  0.21
O (-10.761, -7.049, 6.875)  -0.61
H (-6.837, -2.767, 0.507)  0.32
O (-5.448, -11.406, -0.786)  -0.77
C (-9.702, -8.779, 5.461)  -0.41
H (-7.096, -7.917, 3.665)  -0.41
C (-6.668, -7.271, 4.490)  0.00
H (-11.941, -5.747, 4.118)  0.27
C (-12.874, -7.526, 3.961)  0.07
C (-7.357, -4.497, 1.253)  0.30
H (-11.418, -9.147, -1.280)  0.58
N (-13.169, -8.613, 4.602)  -0.30
N (-6.836, -5.511, 1.833)  0.10
H (-7.300, -8.740, -0.608)  0.69
C (-9.466, -7.580, 2.334)  -0.70
N (-7.361, -12.154, 2.756)  -0.32
H (-5.937, -5.546, 2.222)  0.34
N (-6.716, -9.496, -0.382)  -0.25
H (-8.901, -8.224, -1.763)  0.19
H (-12.926, -8.868, 5.565)  0.27
H (-9.470, -6.023, -1.224)  0.02
H (-5.224, -8.903, -2.584)  0.34
H (-8.351, -4.556, 3.758)  0.09
N (-6.529, -3.564, 1.035)  -0.34
H (-8.727, -7.044, 6.515)  0.43
H (-7.490, -9.265, 2.016)  -0.75
H (-13.245, -6.626, -0.538)  0.19
N (-4.620, -8.079, -2.608)  -0.31
H (-5.533, -3.879, 1.105)  0.21
H (-9.745, -9.446, 6.316)  0.35
C (-12.043, -5.192, 0.249)  0.14
O (-13.096, -7.317, 2.613)  -0.75
H (-6.079, -10.125, 2.700)  0.22
C (-7.888, -11.097, 2.329)  0.46
O (-8.619, -4.473, 0.772)  -0.53
H (-11.134, -4.047, -1.099)  0.32
C (-6.093, -10.294, -1.199)  0.41
O (-11.452, -4.743, 1.372)  -0.72
H (-11.184, -7.972, -0.151)  0.10
H (-7.151, -8.611, 6.155)  0.19
H (-9.584, -4.950, 2.665)  -0.53
N (-6.368, -9.982, -2.435)  -0.43
H (-5.880, -7.999, -0.485)  0.19
H (-8.549, -7.525, 0.541)  -1.20
H (-5.468, -6.421, -0.067)  0.00
C (-6.240, -8.184, 5.632)  -0.28


DFT (the ωB97M-V functional and the def2-TZVPD basis) results for a molecular structure, C2H3O3Y in a non-equilibrium geometry.

Results
- Kohn-Sham gap (spin up / spin down) (eV) = 4.47 / 4.41
- total charge = +2
- calculated total energy (hartree) = -341.3057
- strongest force on any atom (hartree/bohr) = 0.0955

Each line ends with the natural charge from an NBO analysis.
Geometry (Å):
H (-3.020, -1.269, -0.336)  0.25
C (-2.285, -0.533, 0.013)  -0.16
O (3.167, 0.042, -0.048)  -1.07
O (-2.593, 1.920, 0.058)  -0.36
H (3.836, -0.653, -0.021)  0.57
H (3.625, 0.884, -0.156)  0.57
C (-2.731, 0.741, 0.054)  0.69
O (-1.015, -0.895, 0.142)  -0.89
Y (1.015, -0.237, 0.295)  2.42


Question: calculated total energy of number 3 (C2H3O3Y)?
Answer: -341.3057 hartree